No. 1
ORCA calculation (wB97M-V/def2-TZVPD) on a gas-phase ion, C3H5N4O (charge +1) at a distorted geometry.

charge	+1
energy	-411.286016	Ha
HOMO-LUMO gap	10.5	eV
lowest unoccupied orbital energy	-4.15	eV
structure (SMILES)	[NH2+]=c1[nH]cnn1C=O

Structure (XYZ):
```
13
C3H5N4O, DFT wB97M-V/def2-TZVPD
O -2.35 1.17 -0.96
N 0.77 1.18 -0.77
N -0.32 0.61 -0.36
N 1.20 -0.73 0.24
N -0.97 -1.34 1.10
C -0.12 -0.58 0.32
C 1.72 0.36 -0.41
C -1.34 1.67 -0.60
H 1.86 -1.49 0.49
H -0.49 -2.13 1.58
H -0.82 2.59 -0.70
H -1.88 -1.65 0.74
H 2.74 0.35 -0.67
```

Atomic partial charges in e from the natural (NBO) method, atoms 1 to 4: -0.4128, -0.2077, -0.2430, -0.5134



No. 2
ORCA calculation (wB97M-V/def2-TZVPD) on 2 unconnected molecules or ions with the total composition C2H3F2NO at a distorted geometry.

energy	-407.501486	Ha
HOMO-LUMO gap	9.4	eV
lowest unoccupied orbital energy	-0.72	eV

Structure (XYZ):
```
9
C2H3F2NO, DFT wB97M-V/def2-TZVPD
F 2.09 0.09 -0.24
F 1.05 -1.21 1.04
O -2.32 0.67 -1.04
N -1.55 0.41 0.17
C 0.89 -0.04 0.50
C -0.28 0.17 -0.42
H 0.74 0.80 1.18
H 0.18 -0.18 -1.57
H -3.44 0.46 -0.13
```

Atomic partial charges in e from the natural (NBO) method, atoms 1 to 4: -0.3671, -0.3039, -0.5141, -0.1173



No. 3
ORCA calculation (wB97M-V/def2-TZVPD) on C4H4BrClN2 in the gas phase at a distorted geometry.

energy	-3298.470043	Ha
HOMO-LUMO gap	9.4	eV
lowest unoccupied orbital energy	-0.21	eV
structure (SMILES)	Cl[C@]1(Br)C=NCC=N1

Structure (XYZ):
```
12
C4H4BrClN2, DFT wB97M-V/def2-TZVPD
Br -1.62 2.06 1.98
Cl -2.47 -0.77 2.79
N -0.14 -0.49 1.77
N -0.84 -0.16 -0.85
C -1.80 -0.09 0.03
C -1.50 0.13 1.53
C 0.54 -0.01 -0.47
C 0.74 -0.56 0.89
H 1.63 -1.24 1.18
H 0.91 0.97 -0.45
H 1.22 -0.53 -1.25
H -2.79 -0.23 -0.17
```

Atomic partial charges in e from the natural (NBO) method, atoms 1 to 4: 0.0621, -0.0024, -0.4541, -0.3477



No. 4
ORCA calculation (wB97M-V/def2-TZVPD) on C7H10 in the gas phase at a distorted geometry.

energy	-272.563775	Ha
HOMO-LUMO gap	10.4	eV
lowest unoccupied orbital energy	1.20	eV
structure (SMILES)	C=C[C@@H](C)C1C=C1

Structure (XYZ):
```
17
C7H10, DFT wB97M-V/def2-TZVPD
C -0.90 1.25 1.78
C -0.49 0.16 -0.91
C -1.22 -1.10 -0.47
C 1.02 0.06 -1.05
C 1.80 -0.81 -0.40
C 0.23 0.73 1.46
C -0.39 1.24 0.23
H -2.28 -0.89 -0.35
H -0.85 -1.44 0.50
H -0.09 2.20 -0.19
H 2.86 -0.62 -0.26
H -1.11 -1.94 -1.18
H 1.41 -1.74 0.00
H -1.60 1.42 2.61
H 1.49 0.92 -1.54
H -0.94 0.54 -1.84
H 1.03 0.02 1.61
```

Atomic partial charges in e from the natural (NBO) method, atoms 1 to 4: -0.1761, -0.2822, -0.6161, -0.1439



No. 5
ORCA calculation (wB97M-V/def2-TZVPD) on a gas-phase ion, C3H10BClO2P (charge -1).

charge	-1
energy	-1097.263066	Ha
HOMO-LUMO gap	7.0	eV
lowest unoccupied orbital energy	3.68	eV

Structure (XYZ):
```
18
C3H10BClO2P, DFT wB97M-V/def2-TZVPD
Cl 1.44 -1.59 -2.14
P -2.22 0.27 0.08
O -1.88 -0.41 1.57
O -1.48 1.77 0.33
C 1.73 0.70 0.94
C 0.55 -0.40 -1.02
C 1.10 -0.59 0.40
B -1.07 -0.61 -1.20
H 2.17 0.57 1.93
H -1.35 2.13 -0.55
H 0.97 1.49 0.97
H -1.42 -0.11 -2.27
H 0.87 0.57 -1.40
H 1.88 -1.36 0.40
H -1.39 -1.78 -1.24
H 2.50 1.04 0.23
H -2.71 -0.76 1.88
H 0.31 -0.92 1.08
```

Atomic partial charges in e from the natural (NBO) method, atoms 1 to 4: -0.1945, 1.0281, -1.0055, -1.0155



No. 6
ORCA calculation (wB97M-V/def2-TZVPD) on a molecular structure, C44H35IN5O7S4Tl at a distorted geometry.

charge	-2
energy	-4561.125872	Ha
HOMO-LUMO gap	6.2	eV
lowest unoccupied orbital energy	3.71	eV

Structure (XYZ):
```
97
C44H35IN5O7S4Tl, DFT wB97M-V/def2-TZVPD
Tl -0.06 -2.10 -1.05
I -1.09 -4.29 -2.40
S 1.60 1.16 -0.28
S -0.56 0.81 -0.77
S 2.05 0.81 3.79
S -1.04 2.43 1.80
O 1.65 1.96 4.54
O 2.04 -0.46 4.45
O -2.50 0.55 -1.65
O -0.72 -3.55 0.98
O 0.94 0.91 -3.18
O 3.02 -4.04 4.90
O -0.11 -1.08 -3.34
N 1.23 0.74 2.36
N -2.14 0.10 1.27
N 1.65 -2.28 0.94
N -1.43 -4.21 4.41
N -2.34 -1.10 0.64
C 1.30 -0.21 -8.04
C -2.58 6.93 0.23
C -5.73 2.14 -1.10
C 3.64 1.10 3.05
C -3.46 -1.27 0.04
C -4.32 -0.11 -0.31
C 1.54 0.95 -7.32
C -2.03 6.81 -1.03
C 0.51 -1.28 -6.03
C 1.28 1.00 -5.96
C 0.77 -3.29 4.32
C 5.97 1.41 2.80
C -4.43 1.97 -1.54
C -3.69 0.82 -1.18
C 4.85 -1.50 -0.79
C 2.00 1.01 1.36
C -1.28 0.93 0.85
C 4.35 -1.40 -2.08
C -2.76 5.80 1.02
C 2.65 -1.94 0.04
C 4.54 1.38 0.84
C -3.87 -2.64 -0.38
C 1.78 -2.56 2.17
C 0.78 -1.33 -7.39
C -1.55 -4.09 3.12
C 2.98 -1.56 -2.32
C 2.14 -1.82 -1.25
C 0.76 -0.11 -5.31
C -2.38 4.55 0.57
C -2.83 -4.55 2.49
C 4.88 1.21 3.64
C 5.80 1.49 1.42
C 0.50 -0.07 -3.80
C -0.52 -3.55 2.24
C -1.81 4.44 -0.70
C 3.46 1.19 1.69
C -6.35 1.18 -0.29
C -2.58 3.33 1.43
C 0.67 -3.11 2.92
C -5.64 0.05 0.08
C 2.05 -2.99 5.05
C -1.64 5.56 -1.49
C -0.28 -3.82 5.01
C 4.02 -1.78 0.28
H -6.10 -0.70 0.71
H -3.08 -3.35 -0.16
H 4.42 -1.86 1.28
H -7.37 1.32 0.04
H -3.44 -3.69 2.22
H 0.59 -2.24 -7.95
H 6.66 1.63 0.78
H 1.85 -2.93 6.12
H -3.02 3.62 2.39
H -3.96 2.70 -2.18
H -4.77 -2.92 0.18
H 5.01 -1.19 -2.91
H -2.63 -5.10 1.57
H 6.97 1.50 3.22
H 2.48 -2.03 4.74
H 5.01 1.14 4.71
H -3.26 2.62 0.96
H 2.94 -4.36 3.99
H 4.40 1.42 -0.23
H 1.47 1.88 -5.37
H 2.74 -2.44 2.69
H -3.38 -5.17 3.20
H -2.88 7.91 0.60
H 2.58 -1.45 -3.32
H -1.19 5.45 -2.48
H 0.09 -2.12 -5.50
H 1.51 -0.25 -9.10
H -1.89 7.69 -1.66
H -6.27 3.03 -1.39
H -3.19 5.90 2.01
H 5.91 -1.36 -0.62
H -0.23 -3.95 6.08
H -4.11 -2.66 -1.44
H -1.49 3.47 -1.06
H 1.94 1.82 -7.82
```

Atomic partial charges in e from the Löwdin method, atoms 1 to 4: 0.6179, 0.2167, 0.8068, 0.7627



No. 7
ORCA calculation (wB97M-V/def2-TZVPD) on 3 unconnected molecules or ions with the total composition C18H19F6N3O4 at a distorted geometry.

energy	-1761.292745	Ha
HOMO-LUMO gap	7.1	eV
lowest unoccupied orbital energy	-1.38	eV
structure (SMILES)	[H]/N=C\Cc1cccc2nccnc12.CCOC(=O)C(F)(F)F.CCOC(=O)C(F)(F)F

Structure (XYZ):
```
50
C18H19F6N3O4, DFT wB97M-V/def2-TZVPD
F 7.19 -3.38 0.40
F -6.54 7.76 -1.10
F -4.67 7.07 -0.23
F 5.34 -2.80 -0.60
F 5.54 -2.56 1.56
F -6.57 6.44 0.63
O 4.93 -5.30 1.79
O 5.31 -5.50 -0.46
O -5.05 4.51 -1.04
O -6.70 5.30 -2.43
N 1.84 -0.42 4.02
N -0.70 1.34 2.75
N -2.73 0.54 -2.06
C -0.49 1.12 4.22
C 4.87 -6.87 -0.40
C -5.00 3.29 -1.79
C 1.58 -0.18 2.56
C -5.95 5.45 -1.47
C 0.75 0.24 4.81
C 1.31 0.11 -0.76
C 2.69 -0.85 1.50
C -4.12 3.46 -3.01
C -1.57 1.28 -1.81
C 5.83 -3.40 0.52
C 2.59 -0.74 -0.14
C -1.07 1.70 -0.31
C -5.93 6.67 -0.55
C 0.19 0.80 0.26
C 3.35 -6.94 -0.48
C 0.34 0.65 1.91
C 5.30 -4.81 0.72
H 3.43 -1.24 -0.81
H 2.99 -6.42 -1.37
H 2.89 -6.46 0.39
H -0.98 1.65 -2.75
H 3.61 -1.44 1.97
H -1.98 1.59 0.44
H -6.01 2.96 -2.06
H 3.02 -7.98 -0.51
H 0.80 0.11 6.00
H 5.30 -7.38 -1.27
H -4.58 2.53 -1.13
H 1.25 0.21 -1.95
H -0.74 2.84 -0.31
H -3.12 3.81 -2.73
H -1.27 1.61 4.96
H -3.15 0.32 -1.12
H -4.02 2.51 -3.55
H -4.53 4.20 -3.70
H 5.25 -7.37 0.49
```

Atomic partial charges in e from the natural (NBO) method, atoms 1 to 4: -0.3053, -0.3043, -0.3094, -0.3136



No. 8
ORCA calculation (wB97M-V/def2-TZVPD) on 3 unconnected molecules or ions with the total composition C5H13N2O at a distorted geometry.

charge	+1
energy	-382.522631	Ha
HOMO-LUMO gap	2.9	eV
lowest unoccupied orbital energy	-9.05	eV

Structure (XYZ):
```
21
C5H13N2O, DFT wB97M-V/def2-TZVPD
O 0.18 0.79 0.65
N 2.97 -1.47 -0.31
N 2.91 1.26 -0.16
C 1.04 1.64 0.69
C 1.80 1.97 -0.66
C -5.53 -0.29 -0.39
C -4.51 -0.14 0.45
C 1.87 -2.04 0.41
H 3.12 -1.99 -1.18
H 3.08 -0.43 -0.38
H 2.01 -3.12 0.37
H -5.66 0.40 -1.21
H 3.82 1.72 -0.35
H -3.96 0.80 0.47
H 1.89 -1.61 1.41
H -4.29 -0.82 1.27
H 0.88 -1.83 0.00
H 1.38 1.41 -1.52
H -6.29 -1.08 -0.32
H 1.86 3.02 -0.95
H 1.43 1.81 1.70
```

Atomic partial charges in e from the natural (NBO) method, atoms 1 to 4: -0.4046, -0.5321, -0.2972, 0.4044



No. 9
ORCA calculation (wB97M-V/def2-TZVPD) on 2 unconnected molecules or ions with the total composition C3H4FNO2S at a distorted geometry.

energy	-819.772564	Ha
HOMO-LUMO gap	9.6	eV
lowest unoccupied orbital energy	-0.56	eV

Structure (XYZ):
```
12
C3H4FNO2S, DFT wB97M-V/def2-TZVPD
S 0.73 -1.23 -0.17
F -0.64 -0.51 2.57
O -1.95 -0.31 -1.53
O 2.10 1.07 -0.65
N -1.64 0.22 -0.32
C -0.42 0.54 1.72
C 1.91 -0.11 -1.18
C -0.66 -0.04 0.37
H 2.48 -0.74 -2.45
H 0.69 0.91 1.51
H -1.46 -1.34 -1.78
H -1.14 1.56 1.91
```

Atomic partial charges in e from the natural (NBO) method, atoms 1 to 4: 0.0568, -0.3411, -0.5152, -0.5427



No. 10
ORCA calculation (wB97M-V/def2-TZVPD) on a gas-phase ion, C4H10NO (charge -1) at a distorted geometry.

charge	-1
energy	-288.316767	Ha
HOMO-LUMO gap	6.3	eV
lowest unoccupied orbital energy	4.28	eV
structure (SMILES)	NCCCC[O-]

Structure (XYZ):
```
16
C4H10NO, DFT wB97M-V/def2-TZVPD
O 0.96 1.47 1.85
N -1.25 -1.53 -1.68
C -0.12 0.52 -0.80
C 0.75 0.19 1.68
C 1.04 -0.11 0.10
C -1.37 -0.29 -0.89
H -0.76 -2.17 -1.27
H 1.96 0.43 -0.11
H 0.30 0.68 -1.77
H 1.22 -1.07 -0.25
H -0.37 1.56 -0.41
H -0.60 -1.36 -2.56
H 1.76 -0.40 1.98
H -1.86 -0.69 0.18
H -2.20 0.26 -1.43
H -0.20 -0.15 2.02
```

Atomic partial charges in e from the natural (NBO) method, atoms 1 to 4: -0.9479, -0.8300, -0.4527, 0.0092



No. 11
ORCA calculation (wB97M-V/def2-TZVPD) on a molecular structure, C37H38Cl2MgO2P2 at a distorted geometry.

energy	-3386.051225	Ha
HOMO-LUMO gap (spin up / spin down)	5.0 / 5.1	eV
lowest unoccupied orbital energy (spin up / spin down)	0.42 / 0.38	eV

Structure (XYZ):
```
82
C37H38Cl2MgO2P2, DFT wB97M-V/def2-TZVPD
Cl 1.81 3.58 4.36
Cl 1.36 5.34 1.99
P -0.33 2.21 -0.31
P -0.86 -1.06 2.60
Mg 0.72 -0.70 -1.35
O -0.27 2.99 1.13
O 1.44 1.80 2.01
C -2.48 -3.21 3.41
C -1.60 4.59 -0.89
C -4.88 -2.99 3.65
C -2.41 -1.91 2.88
C -0.99 0.57 0.05
C -4.83 -1.75 3.00
C 1.78 3.39 -1.94
C 2.77 -3.84 2.68
C 0.51 -2.21 2.76
C -0.60 -2.37 -3.17
C 0.77 3.96 2.98
C 3.64 1.59 -0.88
C 0.62 -0.15 -3.36
C 1.62 -4.20 1.97
C -2.79 3.74 -3.25
C 0.74 2.79 2.03
C -3.71 -3.75 3.79
C 0.49 -3.40 2.02
C -1.42 3.27 -1.29
C 3.15 3.54 -2.16
C 1.34 2.36 -1.04
C 1.67 -1.85 3.49
C 2.80 -2.67 3.44
C 2.27 1.34 -0.99
C 2.37 -3.01 -2.43
C -2.00 2.86 -2.51
C -2.43 5.46 -1.60
C -0.60 -0.93 -3.74
C -3.02 5.05 -2.80
C -3.61 -1.23 2.59
C -0.72 0.24 3.78
C 1.92 -0.63 -3.38
C 1.26 -2.80 -1.45
C -0.05 -2.58 -1.78
C 4.11 2.71 -1.55
C 2.41 -2.01 -3.62
C -0.80 -0.56 0.84
H -1.87 1.85 -2.89
H -1.66 -2.67 -3.17
H 2.46 -4.03 -2.87
H 1.59 -5.12 1.40
H -5.83 -3.37 4.03
H -3.77 -4.76 4.19
H -5.75 -1.19 2.82
H -1.44 1.02 3.54
H -1.20 -1.45 0.36
H 5.19 2.87 -1.69
H -1.12 4.99 -0.01
H -3.64 5.74 -3.37
H -3.26 3.42 -4.17
H 2.11 0.38 -1.50
H 0.28 0.68 3.81
H 2.69 0.13 -3.50
H 1.69 -0.93 4.08
H -2.61 6.45 -1.21
H 1.93 -2.50 -4.48
H 1.08 4.03 -2.51
H 4.29 0.80 -0.48
H -3.57 -0.30 2.03
H 0.47 0.94 -3.45
H 1.49 -3.22 -0.47
H 3.51 4.37 -2.75
H -1.47 -0.37 -3.37
H -1.97 0.52 -0.44
H 3.70 -2.40 4.00
H 3.64 -4.48 2.64
H -0.98 -0.19 4.75
H -0.80 -2.68 -0.99
H -0.08 -3.02 -3.89
H 3.32 -2.87 -1.88
H 3.47 -1.91 -3.93
H -0.78 -0.96 -4.84
H -1.58 -3.82 3.50
H -0.26 4.14 3.31
H -0.41 -3.67 1.47
```

Atomic partial charges in e from the Löwdin method, atoms 1 to 4: 0.6321, 0.6364, 0.9683, 0.9497



No. 12
ORCA calculation (wB97M-V/def2-TZVPD) on a molecular structure, Cl2KO8 at a distorted geometry.

charge	-1
energy	-2121.859630	Ha
HOMO-LUMO gap	8.0	eV
lowest unoccupied orbital energy	1.45	eV

Structure (XYZ):
```
11
Cl2KO8, DFT wB97M-V/def2-TZVPD
K -1.57 0.90 1.35
Cl -1.50 0.08 -2.73
Cl 1.82 -0.30 2.43
O 1.68 -1.66 2.01
O -1.39 1.48 -3.00
O 2.92 -0.09 3.36
O -0.49 -0.67 -3.41
O 0.61 0.20 3.10
O -2.81 -0.39 -3.10
O 2.06 0.56 1.28
O -1.33 -0.11 -1.30
```

Atomic partial charges in e from the natural (NBO) method, atoms 1 to 4: 0.9883, 2.5653, 2.5258, -0.8310



Question: energy of number 4 (C7H10)?
Answer: -272.563775 Ha